# 1
Entry from the Open Molecules 2025 dataset: a structure of composition C5H10N2S (wB97M-V/def2-TZVPD).

```
18
Properties=species:S:1:pos:R:3:nbo_charge:R:1
C 0.8914 -0.8319 0.2016 -0.0659
C 0.2029 -0.2807 -1.0466 -0.3240
C -1.2652 -0.7170 -1.0824 -0.2306
C -1.2195 -0.0763 1.2835 -0.2389
C 0.2189 0.2952 1.0582 -0.3180
H 2.6057 0.1076 -0.0195 0.3617
H 2.8393 -1.4756 -0.3559 0.3646
H 0.5433 -1.8492 0.4975 0.1801
H 0.6711 -0.3402 -1.9760 0.2179
H -1.4017 -1.8973 -1.2775 0.1729
H -1.6877 -0.2258 -1.9589 0.2012
H -2.7997 -0.7659 0.1981 0.3651
H -1.3253 -0.9388 1.8587 0.1798
H -1.6725 0.7220 1.8745 0.1979
H 0.7882 0.4617 1.9676 0.2376
N 2.3103 -0.8286 0.3004 -0.8346
N -1.9996 -0.1694 0.0675 -0.6183
S 0.3933 1.4282 -0.3669 0.1516
```

frontier orbital gap	9.33	eV
charge	0
largest force on an atom	0.049	hartree/bohr
HOMO energy	-8.4	eV
LUMO level	0.9	eV
energy	-704.16316	hartree

---

# 2
Entry from the Open Molecules 2025 dataset: an isolated molecule of C5H10N2S (wB97M-V/def2-TZVPD).

```
18
Properties=species:S:1:pos:R:3:nbo_charge:R:1
C -1.1608 0.5242 0.1821 0.2514
C 0.0449 -1.5857 -0.0897 -0.0402
C 1.4983 -2.0778 -0.2488 -0.3988
C 1.6521 -2.0275 1.2812 -0.4019
C 0.1174 -2.0063 1.3830 -0.4061
H -1.2121 3.6799 -1.2730 0.1260
H -1.9109 -0.0053 0.7346 0.1858
H 0.4505 0.2838 -1.0004 0.3992
H -0.6844 -2.1075 -0.7516 0.1830
H 1.4742 -3.0608 -0.6551 0.2107
H 2.1856 -1.4240 -0.8638 0.2056
H 2.2021 -2.8764 1.7252 0.2091
H 2.0353 -1.0461 1.6695 0.2148
H -0.2767 -3.0355 1.4649 0.2072
H -0.3230 -1.3483 2.1115 0.2137
N -1.4996 1.7579 -0.0685 -0.6205
N -0.0322 -0.1306 -0.2170 -0.6316
S -0.3831 2.6618 -1.0132 0.0928
```

frontier orbital gap	9.05	eV
charge	0
largest force on an atom	0.044	hartree/bohr
HOMO energy	-8.1	eV
structure (SMILES)	S/N=C\NC1CCC1
LUMO level	0.9	eV
energy	-704.15989	hartree

---

# 3
Entry from the Open Molecules 2025 dataset: a structure of composition C5H10N2S (wB97M-V/def2-TZVPD).

```
18
Properties=species:S:1:pos:R:3:nbo_charge:R:1
C 0.9954 -0.2063 0.2867 -0.0515
C 0.3131 0.0057 -1.1363 -0.3392
C -1.0774 -0.6451 -1.1180 -0.2288
C -1.0992 0.5271 1.1647 -0.2078
C 0.2667 0.9891 0.7693 -0.3888
H 2.9342 0.3749 -0.3418 0.3656
H 2.7959 -1.1895 -0.1821 0.3639
H 0.6116 -1.1804 0.8510 0.1806
H 0.8979 -0.4814 -2.0359 0.2272
H -0.9377 -1.6878 -0.9033 0.1691
H -1.6369 -0.4106 -1.9997 0.2027
H -2.8496 -0.2474 0.0357 0.3793
H -1.0911 -0.2052 1.9437 0.1808
H -1.6829 1.3782 1.5079 0.2009
H 0.6006 1.4932 1.7734 0.2351
N 2.4472 -0.3182 0.2359 -0.8418
N -1.7698 -0.0016 -0.0598 -0.6697
S 0.2821 1.8051 -0.7914 0.2226
```

frontier orbital gap	9.11	eV
charge	0
largest force on an atom	0.096	hartree/bohr
HOMO energy	-8.2	eV
LUMO level	0.9	eV
energy	-704.13671	hartree

---

# 4
Entry from the Open Molecules 2025 dataset: a structure of composition C5H10N2S (wB97M-V/def2-TZVPD).

```
18
Properties=species:S:1:pos:R:3:nbo_charge:R:1
C -2.6450 0.4595 -0.1470 -0.6287
C -1.1840 0.2433 -0.3719 0.2941
C 0.7648 0.1788 -1.3369 -0.2420
C 0.8174 -0.8237 -0.0057 -0.1323
C 1.9307 -0.3141 0.9089 -0.5420
H -3.3921 -0.4689 -1.1034 0.2487
H -2.9033 1.8441 -0.4985 0.2946
H -3.1019 -0.0130 1.4212 0.2100
H 0.7890 -0.4642 -2.3990 0.1983
H 1.5564 1.0448 -1.2758 0.2197
H 1.0581 -1.7590 -0.5296 0.2245
H 2.4145 -1.1921 1.5899 0.2232
H 3.0735 0.0999 0.2894 0.2143
H 0.7777 1.2305 1.8970 0.1223
H -0.9972 -1.5306 0.6046 0.3937
N -0.5477 0.8388 -1.3250 -0.4509
N -0.5083 -0.6455 0.4955 -0.6432
S 2.0975 1.2713 1.7863 -0.0041
```

frontier orbital gap	8.92	eV
charge	0
largest force on an atom	0.137	hartree/bohr
HOMO energy	-8.8	eV
LUMO level	0.1	eV
energy	-703.91996	hartree

---

Which value of HOMO energy does entry 3 give?
-8.2 eV